{"formula": "H8LiO4", "method": "ωB97M-V/def2-TZVPD", "homo_lumo_gap_ev": 12.9, "total_charge": 1, "lumo_energy_ev": -3.38, "fmax_ev_per_a": 0.4, "de_lowest_ev": 0.019, "elements": ["Li", "O", "H", "H", "O", "H", "H", "O", "H", "H", "O", "H", "H"], "xyz": [[0.13, -0.08, 0.15], [2.05, -0.48, -0.24], [2.66, -0.03, 0.36], [2.61, -1.02, -0.82], [-0.16, 1.86, 0.61], [0.29, 2.70, 0.44], [-1.04, 2.10, 0.91], [-0.82, -1.31, 1.27], [-1.10, -1.34, 2.20], [-1.49, -1.82, 0.78], [-0.82, -0.14, -1.57], [-0.53, -0.39, -2.46], [-1.78, -0.05, -1.64]]}

***

{"formula": "H8LiO4", "method": "ωB97M-V/def2-TZVPD", "homo_lumo_gap_ev": [14.1, 4.2], "total_charge": 2, "lumo_energy_ev": [-7.67, -16.62], "fmax_ev_per_a": 1.3, "de_lowest_ev": 0.072, "spin_multiplicity": 2, "s2": 0.76, "elements": ["Li", "O", "H", "H", "O", "H", "H", "O", "H", "H", "O", "H", "H"], "xyz": [[-15.46, 2.06, 8.49], [-14.63, 3.74, 7.87], [-14.88, 4.49, 8.41], [-13.86, 4.04, 7.38], [-14.08, 1.95, 10.19], [-14.27, 1.36, 10.92], [-13.75, 2.75, 10.60], [-14.71, 0.48, 7.25], [-14.51, 0.51, 6.31], [-15.01, -0.42, 7.40], [-17.36, 2.23, 8.96], [-18.06, 2.68, 8.49], [-17.81, 1.60, 9.53]]}

***

{"formula": "H8N2Si2", "method": "ωB97M-V/def2-TZVPD", "homo_lumo_gap_ev": 8.8, "lumo_energy_ev": 0.57, "fmax_ev_per_a": 2.9, "de_lowest_ev": 4.327, "elements": ["N", "N", "Si", "Si", "H", "H", "H", "H", "H", "H", "H", "H"], "xyz": [[-1.36, 1.68, -1.35], [-0.84, 1.06, -0.11], [-0.65, -0.66, -0.20], [1.18, -0.82, 1.11], [-0.67, 1.51, -2.13], [-1.26, 2.67, -1.05], [-0.93, 1.62, 0.76], [-1.98, -1.29, -0.39], [-0.39, -0.47, -1.64], [1.40, 0.08, 2.27], [1.40, -2.17, 1.61], [2.62, -0.80, 0.49]]}

***

{"formula": "H8N2Si2", "method": "ωB97M-V/def2-TZVPD", "homo_lumo_gap_ev": 10.2, "lumo_energy_ev": 0.71, "fmax_ev_per_a": 4.0, "de_lowest_ev": 3.733, "elements": ["N", "N", "Si", "Si", "H", "H", "H", "H", "H", "H", "H", "H"], "xyz": [[0.28, 2.49, -0.12], [0.06, 1.19, 0.40], [0.09, -0.24, -0.69], [-0.13, -2.12, 0.72], [0.69, 2.54, -1.08], [-0.70, 2.79, -0.28], [0.79, 0.99, 1.17], [-1.27, 0.07, -1.30], [1.03, -0.06, -1.82], [0.83, -2.00, 1.76], [-1.57, -2.20, 1.46], [-0.11, -3.46, -0.22]]}

***

{"formula": "H8O12S2Zn", "method": "ωB97M-V/def2-TZVPD", "homo_lumo_gap_ev": 4.5, "total_charge": -2, "lumo_energy_ev": 3.47, "fmax_ev_per_a": 2.1, "de_lowest_ev": 2.603, "elements": ["Zn", "S", "O", "O", "O", "O", "S", "O", "O", "O", "O", "O", "H", "H", "O", "H", "H", "O", "H", "H", "O", "H", "H"], "xyz": [[-0.40, 0.10, -0.13], [1.32, 1.75, 2.26], [2.69, 2.18, 1.96], [0.49, 2.89, 2.70], [0.67, 1.23, 0.99], [1.28, 0.63, 3.23], [1.59, -2.33, -1.02], [1.68, -3.69, -0.45], [0.30, -1.71, -0.53], [2.72, -1.48, -0.65], [1.44, -2.38, -2.52], [-1.75, 1.78, -0.02], [-2.56, 1.80, 0.50], [-1.80, 2.53, -0.62], [0.63, 0.65, -1.83], [0.46, 0.21, -2.66], [1.59, 0.72, -1.74], [-1.97, -0.78, -1.49], [-1.73, -1.15, -2.34], [-2.83, -0.36, -1.61], [-1.20, -0.73, 1.64], [-0.56, -0.94, 2.34], [-2.08, -0.92, 1.99]]}

***

{"formula": "H8O16S3Zn", "method": "ωB97M-V/def2-TZVPD", "homo_lumo_gap_ev": 4.8, "total_charge": -4, "lumo_energy_ev": 8.84, "fmax_ev_per_a": 1.5, "de_lowest_ev": 1.153, "elements": ["Zn", "S", "O", "O", "O", "O", "S", "O", "O", "O", "O", "S", "O", "O", "O", "O", "O", "H", "H", "O", "H", "H", "O", "H", "H", "O", "H", "H"], "xyz": [[-17.12, -7.93, 8.98], [-14.12, -9.61, 8.49], [-14.52, -10.61, 7.47], [-15.23, -8.55, 8.59], [-13.94, -10.26, 9.79], [-12.90, -8.88, 8.06], [-16.42, -6.92, 12.24], [-16.84, -7.17, 10.80], [-15.75, -8.11, 12.77], [-15.56, -5.72, 12.28], [-17.69, -6.64, 13.00], [-18.87, -8.76, 6.25], [-19.32, -10.11, 6.69], [-19.99, -7.76, 6.44], [-17.77, -8.25, 7.12], [-18.45, -8.78, 4.84], [-16.55, -5.90, 7.83], [-17.27, -5.38, 7.46], [-15.74, -5.41, 7.67], [-13.71, -6.13, 9.38], [-14.32, -6.83, 9.07], [-13.89, -5.39, 8.79], [-18.14, -9.54, 9.82], [-18.58, -9.45, 10.67], [-18.21, -10.45, 9.53], [-19.18, -6.97, 8.87], [-19.16, -7.10, 7.89], [-20.11, -6.90, 9.07]]}